Entry 1:
This record from the OMol25 dataset describes a cluster of 2 separate species, C5H4N2 in total. The level of theory is the ωB97M-V functional and the def2-TZVPD basis.

```
11
C5H4N2 the ωB97M-V functional and the def2-TZVPD basis
C -1.462 -2.133 -0.931
C -0.751 -1.268 -0.494
C 0.021 -0.241 0.063
C -0.493 0.892 0.594
N 0.574 1.761 0.920
N 1.762 1.077 0.678
C 1.445 -0.097 0.191
H -1.982 -3.032 -1.123
H -1.526 1.228 0.619
H 0.200 2.649 -0.488
H 2.212 -0.836 -0.030
```

As for the LUMO energy (spin up / spin down): -0.0636 / -0.0635 hartree. The calculation puts the energy relative to the best compared isomer or geometry (same formula, charge and spin) at 135.8 kcal/mol. For the orbital gap (spin up / spin down), the calculation gives 7.43 / 7.44 eV. The total energy is -302.211889 hartree.

Entry 2:
This record from the OMol25 dataset describes an isolated molecule of C5H4N2. The level of theory is the ωB97M-V functional and the def2-TZVPD basis.

```
11
C5H4N2 the ωB97M-V functional and the def2-TZVPD basis
C 2.750 -0.447 0.313
C 1.600 -0.202 0.046
C 0.202 0.031 -0.074
C -0.754 -0.842 -0.553
C -1.977 -0.250 -0.119
N -1.771 0.920 0.464
N -0.440 1.083 0.469
H 3.777 -0.618 0.545
H -0.363 -1.034 -1.542
H -2.988 -0.646 -0.101
H -0.037 2.006 0.552
```

As for the LUMO energy: 0.0302 hartree. The calculation puts the energy relative to the best compared isomer or geometry (same formula, charge and spin) at 74.5 kcal/mol. For the orbital gap, the calculation gives 9.84 eV. Its SMILES is C#Cc1ccn[nH]1. The total energy is -302.309614 hartree.

Entry 3:
This record from the OMol25 dataset describes an isolated molecule of C5H4N2. The level of theory is the ωB97M-V functional and the def2-TZVPD basis.

```
11
C5H4N2 the ωB97M-V functional and the def2-TZVPD basis
C -2.387 1.024 -0.536
C -0.982 0.984 -0.529
C -0.122 0.269 0.254
N 0.348 -0.148 1.422
C 1.230 -0.349 0.267
C 1.335 -1.718 -0.222
N 1.412 -2.837 -0.512
H -2.667 1.847 -1.230
H -0.318 1.534 -1.198
H 0.010 -0.843 2.072
H 2.142 0.238 0.212
```

As for the LUMO energy (spin up / spin down): -0.0385 / -0.0385 hartree. The calculation puts the energy relative to the best compared isomer or geometry (same formula, charge and spin) at 141.9 kcal/mol. For the orbital gap (spin up / spin down), the calculation gives 7.19 / 7.19 eV. The total energy is -302.202208 hartree.

Entry 4:
This record from the OMol25 dataset describes an isolated molecule of C5H4N2. The level of theory is the ωB97M-V functional and the def2-TZVPD basis.

```
11
C5H4N2 the ωB97M-V functional and the def2-TZVPD basis
C 3.042 0.543 0.082
C 1.782 0.307 0.161
C 0.372 0.106 0.402
C -0.294 -1.026 -0.021
C -1.619 -0.600 -0.185
N -1.765 0.688 0.110
N -0.540 1.099 0.452
H 1.679 -0.029 -0.906
H 0.173 -1.982 -0.229
H -2.464 -1.176 -0.531
H -0.367 2.070 0.663
```

As for the LUMO energy: -0.0019 hartree. The calculation puts the energy relative to the best compared isomer or geometry (same formula, charge and spin) at 107.6 kcal/mol. For the orbital gap, the calculation gives 9.57 eV. The total energy is -302.256912 hartree.

Entry 5:
This record from the OMol25 dataset describes an isolated molecule of C5H4N2. The level of theory is the ωB97M-V functional and the def2-TZVPD basis.

```
11
C5H4N2 the ωB97M-V functional and the def2-TZVPD basis
C 2.693 -0.485 0.350
C 1.578 -0.249 -0.032
C 0.185 -0.004 -0.203
C -0.769 -0.987 -0.547
C -1.965 -0.325 -0.030
N -1.747 0.877 0.455
N -0.430 1.091 0.291
H 3.682 -0.686 0.696
H -0.224 -0.505 -1.532
H -2.962 -0.737 0.129
H -0.042 2.010 0.424
```

As for the LUMO energy: 0.0262 hartree. The calculation puts the energy relative to the best compared isomer or geometry (same formula, charge and spin) at 119.8 kcal/mol. For the orbital gap, the calculation gives 9.62 eV. Its SMILES is C#Cc1ccn[nH]1. The total energy is -302.237362 hartree.

Entry 6:
This record from the OMol25 dataset describes an isolated molecule of C5H4N2. The level of theory is the ωB97M-V functional and the def2-TZVPD basis.

```
11
C5H4N2 the ωB97M-V functional and the def2-TZVPD basis
C -1.600 1.110 -1.944
C -0.784 0.732 -1.145
C 0.197 0.345 -0.142
C 1.379 -0.527 -0.429
C 1.401 -1.274 0.771
N 0.377 -1.059 1.623
N -0.385 -0.163 1.099
H -2.319 1.442 -2.661
H 0.793 1.234 0.154
H 2.135 -2.015 1.068
H -1.193 0.175 1.605
```

As for the LUMO energy: -0.0166 hartree. The calculation puts the energy relative to the best compared isomer or geometry (same formula, charge and spin) at 125.6 kcal/mol. For the orbital gap, the calculation gives 8.33 eV. The total energy is -302.228208 hartree.

Entry 7:
This record from the OMol25 dataset describes an isolated molecule of C5H4N2. The level of theory is the ωB97M-V functional and the def2-TZVPD basis.

```
11
C5H4N2 the ωB97M-V functional and the def2-TZVPD basis
C -2.223 -1.901 -1.314
C -1.656 -1.058 -0.560
C -0.675 -0.307 -0.004
C 0.358 0.480 -0.754
C 1.226 0.974 0.359
N 0.886 0.490 1.496
N -0.241 -0.287 1.267
H 0.817 -0.366 -1.278
H 0.028 1.188 -1.515
H 2.066 1.657 0.289
H -0.587 -0.870 2.014
```

As for the LUMO energy (spin up / spin down): -0.0207 / -0.0207 hartree. The calculation puts the energy relative to the best compared isomer or geometry (same formula, charge and spin) at 103.9 kcal/mol. For the orbital gap (spin up / spin down), the calculation gives 8.79 / 8.79 eV. The total energy is -302.262714 hartree.

Entry 8:
This record from the OMol25 dataset describes an isolated molecule of C5H4N2O. The level of theory is the ωB97M-V functional and the def2-TZVPD basis.

```
12
C5H4N2O the ωB97M-V functional and the def2-TZVPD basis
C -0.118 0.383 1.939
C -0.610 -0.883 1.321
C -0.421 -0.644 -0.013
O -0.374 -1.266 -1.146
N 0.071 -0.278 -2.104
C 0.432 0.926 -1.389
C 0.179 0.771 -0.067
N 0.177 1.367 1.256
H -0.296 0.501 3.046
H -0.661 -1.937 1.698
H 0.886 -0.677 -2.551
H 0.735 1.737 -1.990
```

As for the LUMO energy: 0.0151 hartree. The calculation puts the energy relative to the best compared isomer or geometry (same formula, charge and spin) at 77.6 kcal/mol. For the orbital gap, the calculation gives 9.06 eV. Its SMILES is c1cc2o[nH]cc-2n1. The total energy is -377.540421 hartree.

Entry 9:
This record from the OMol25 dataset describes an isolated molecule of C5H4N2O. The level of theory is the ωB97M-V functional and the def2-TZVPD basis.

```
12
C5H4N2O the ωB97M-V functional and the def2-TZVPD basis
N 3.706 0.671 -0.152
C 2.562 0.401 -0.031
C 1.156 0.117 0.211
C 0.504 -0.762 -0.583
O -0.797 -1.132 -0.462
C -1.700 -0.381 0.342
C -1.686 1.025 -0.131
N -1.549 2.134 -0.517
H 0.777 0.574 1.170
H 1.007 -1.162 -1.536
H -2.604 -1.022 0.323
H -1.376 -0.464 1.366
```

As for the LUMO energy: 0.0148 hartree. The calculation puts the energy relative to the best compared isomer or geometry (same formula, charge and spin) at 40.9 kcal/mol. For the orbital gap, the calculation gives 10.39 eV. Its SMILES is N#C/C=C/OCC#N. The total energy is -377.598850 hartree.

Entry 10:
This record from the OMol25 dataset describes an isolated molecule of C5H4N2O2S. The level of theory is the ωB97M-V functional and the def2-TZVPD basis.

```
14
C5H4N2O2S the ωB97M-V functional and the def2-TZVPD basis
C -0.564 -2.001 0.487
C -1.299 -1.043 -0.067
C 0.501 0.863 0.006
C -2.390 -0.142 -0.213
C 2.550 0.028 -0.360
N 0.217 -2.680 1.063
N -2.042 1.174 0.132
O -3.560 -0.364 -0.472
O 1.716 0.896 0.388
S -0.618 1.924 0.716
H 3.188 -0.472 0.388
H 3.253 0.563 -1.042
H 1.796 -0.582 -0.940
H -2.748 1.837 -0.085
```

As for the LUMO energy (spin up / spin down): -0.0806 / -0.0743 hartree. The calculation puts the energy relative to the best compared isomer or geometry (same formula, charge and spin) at 146.9 kcal/mol. For the orbital gap (spin up / spin down), the calculation gives 6.89 / 6.77 eV. The total energy is -850.867608 hartree.

Entry 11:
This record from the OMol25 dataset describes an isolated molecule of C5H4N2S. The level of theory is the ωB97M-V functional and the def2-TZVPD basis.

```
12
C5H4N2S the ωB97M-V functional and the def2-TZVPD basis
N -3.211 0.118 -0.843
C -2.256 0.202 -0.189
C -0.975 0.406 0.664
C 0.070 -0.846 0.460
C 0.904 -0.030 -0.728
C 2.311 0.044 -0.522
N 3.457 0.166 -0.217
S 0.270 1.650 -0.070
H -1.333 0.968 1.578
H -0.410 -1.832 0.284
H 0.783 -0.758 1.275
H 0.391 -0.089 -1.691
```

As for the LUMO energy: -0.0080 hartree. The calculation puts the energy relative to the best compared isomer or geometry (same formula, charge and spin) at 51.0 kcal/mol. For the orbital gap, the calculation gives 9.81 eV. Its SMILES is N#C[C@H]1C[C@H](C#N)S1. The total energy is -700.534566 hartree.

Entry 12:
This record from the OMol25 dataset describes an isolated molecule of C5H4N4O3. The level of theory is the ωB97M-V functional and the def2-TZVPD basis.

```
16
C5H4N4O3 the ωB97M-V functional and the def2-TZVPD basis
O -2.998 -1.487 -0.254
C -1.931 -0.945 0.065
N -0.753 -1.549 0.134
C 0.315 -0.758 -0.042
N 1.491 -1.281 0.004
C 2.496 -0.148 -0.119
O 3.706 -0.148 0.130
N 1.656 0.922 -0.250
C 0.343 0.589 -0.137
C -0.841 1.185 -0.119
O -1.121 2.498 0.098
N -2.068 0.545 0.361
H 1.993 -2.145 0.715
H 2.030 1.794 0.044
H -2.188 2.559 -0.058
H -3.109 0.892 -0.120
```

As for the LUMO energy: -0.0150 hartree. The calculation puts the energy relative to the best compared isomer or geometry (same formula, charge and spin) at 78.3 kcal/mol. For the orbital gap, the calculation gives 8.60 eV. Its SMILES is O=c1nc2[nH]c(=O)[nH]c2c(O)[nH]1. The total energy is -637.607639 hartree.

Number 1: F_max 4.37 eV Å⁻¹. Number 2: F_max 2.37 eV Å⁻¹. Number 3: F_max 1.31 eV Å⁻¹. Number 4: F_max 1.85 eV Å⁻¹. Number 5: F_max 2.08 eV Å⁻¹. Number 6: F_max 0.52 eV Å⁻¹. Number 7: F_max 0.87 eV Å⁻¹. Number 8: F_max 7.06 eV Å⁻¹. Number 9: F_max 4.07 eV Å⁻¹. Number 10: F_max 2.03 eV Å⁻¹. Number 11: F_max 5.21 eV Å⁻¹. Number 12: F_max 9.47 eV Å⁻¹.